7
Properties=species:S:1:pos:R:3:forces:R:3 method="wB97M-V/def2-TZVPD" e_tot_ev=-80431.767 homo_ev=-9.97 gap_ev=9.53 smiles=PCBr relative_energy_kcal_mol=35.0
P 0.5657 -1.1225 0.0708 -0.41 -0.21 0.09
C -0.2675 0.4924 0.1669 -2.61 -0.37 -0.08
Br -2.5657 0.0850 -0.0031 2.53 0.42 0.13
H 0.9404 -1.0087 -1.2723 0.06 -0.05 -0.30
H 1.7697 -0.5836 0.5337 0.44 0.11 0.16
H -0.2794 0.9428 1.1506 0.04 0.05 -0.02
H -0.1632 1.1947 -0.6466 -0.05 0.04 0.01